A cluster of 4 separate species, C5H17NO2 in total in a non-equilibrium geometry. Source: the Open Molecules 2025 dataset; level of theory: wB97M-V/def2-TZVPD.

LUMO	-0.1637	hartree
HOMO level	-9.3	eV
gap between HOMO and LUMO	4.8	eV
ΔE to the lowest compared entry with this formula, charge and spin	933.91	kJ/mol

Each line ends with the Mulliken charge.
Element x y z (Å)
H1 0.79194 0.24450 1.17272  0.281
H2 -0.67356 1.07323 0.22462  0.410
H3 -3.20611 1.60750 0.81145  0.305
H4 -3.56226 -0.02070 0.77801  0.379
H5 3.54083 1.26619 1.05671  0.271
H6 1.11202 -2.76140 0.20864  0.287
N1 -1.16331 -0.75676 1.10230  -0.317
O1 2.87457 0.64257 0.70266  -0.653
C1 0.91288 -1.10383 -1.22566  -0.877
H7 -1.23958 0.00825 -1.00450  0.197
H8 0.57890 2.29276 -1.36988  0.077
C2 1.18804 -1.61759 0.15500  -0.308
H9 -3.43090 0.86596 -0.79170  0.307
H10 -1.20509 1.83673 -1.53221  0.256
H11 0.64856 -1.13257 2.26871  0.284
H12 -1.50334 -1.73146 0.96240  0.275
O2 1.34750 1.98494 -0.82913  -0.674
C3 -1.50720 0.28927 0.04347  -0.135
C4 0.42073 -0.80315 1.20282  -0.645
H13 0.04878 -1.60012 -1.55214  0.341
H14 0.76154 -0.04428 -1.26134  0.146
C5 -3.00473 0.71011 0.23381  -1.292
H15 2.31918 1.26383 0.14822  0.381
H16 2.11772 -1.24521 0.33618  0.398
H17 1.83285 -1.26877 -1.84117  0.306

Cartesian forces, eV/Å:
H -0.57 -0.83 -0.15
H -2.02 -0.95 0.19
H 0.64 0.37 -0.02
H -0.26 -0.95 -0.01
H -0.37 -0.74 -0.13
H 0.06 1.71 0.21
N 2.86 0.45 -2.03
O 0.81 1.63 0.13
C 1.50 -0.56 -0.39
H -0.50 -0.22 -0.40
H 0.93 0.49 0.05
C -2.25 -0.87 0.23
H -0.03 -0.19 0.97
H 1.01 -0.81 0.37
H -0.31 0.01 -1.32
H 0.07 1.07 -0.21
O -2.26 0.40 -1.03
C 0.48 0.79 3.08
C -1.98 -0.33 2.07
H -1.08 -0.68 -1.36
H 0.05 0.72 0.21
C 0.83 0.59 -1.80
H 0.36 -0.91 0.39
H 3.05 -0.03 0.91
H -1.04 -0.17 0.05